{"formula": "C45H55N3O3S", "method": "ωB97M-V/def2-TZVPD", "species": ["H", "N", "C", "C", "C", "C", "C", "N", "C", "O", "S", "O", "O", "C", "C", "C", "N", "H", "H", "H", "H", "H", "H", "H", "H", "H", "H", "H", "H", "H", "H", "H", "H", "H", "H", "C", "C", "C", "C", "C", "C", "H", "H", "H", "H", "H", "H", "C", "C", "C", "C", "C", "C", "H", "H", "H", "H", "H", "H", "C", "C", "C", "C", "C", "C", "H", "H", "H", "H", "H", "H", "C", "C", "C", "C", "C", "C", "H", "H", "H", "H", "H", "H", "C", "C", "C", "C", "C", "C", "H", "H", "H", "H", "H", "H", "C", "C", "C", "C", "C", "C", "H", "H", "H", "H", "H", "H"], "xyz": [[0.578, -7.601, -0.010], [0.131, -6.684, -0.024], [0.887, -5.802, 0.481], [0.441, -4.379, 0.639], [1.442, -3.353, 0.081], [1.410, -3.216, -1.451], [1.847, -4.443, -2.264], [3.148, -4.997, -1.922], [0.014, -2.788, -1.935], [-0.808, -2.222, -0.890], [-0.165, -1.106, 0.024], [0.283, -0.031, -0.812], [-1.129, -0.877, 1.050], [1.307, -1.935, 0.670], [1.443, -1.827, 2.195], [2.788, -1.231, 2.608], [3.097, -1.600, 3.985], [1.889, -6.042, 0.863], [-0.551, -4.272, 0.202], [0.324, -4.217, 1.714], [2.446, -3.675, 0.387], [2.104, -2.408, -1.713], [1.855, -4.142, -3.317], [1.094, -5.227, -2.177], [3.087, -5.780, -1.290], [3.794, -4.317, -1.547], [-0.562, -3.648, -2.276], [0.078, -2.071, -2.752], [2.097, -1.339, 0.208], [0.626, -1.234, 2.602], [1.350, -2.819, 2.644], [2.721, -0.141, 2.562], [3.559, -1.536, 1.884], [4.039, -1.319, 4.232], [3.071, -2.610, 4.084], [1.186, -1.871, -7.277], [2.157, -1.625, -6.315], [1.822, -0.944, -5.153], [0.518, -0.510, -4.954], [-0.453, -0.758, -5.914], [-0.117, -1.437, -7.077], [1.447, -2.401, -8.184], [3.173, -1.962, -6.473], [2.578, -0.745, -4.403], [0.252, 0.014, -4.043], [-1.469, -0.421, -5.753], [-0.873, -1.629, -7.829], [-0.950, -7.362, 3.372], [-0.370, -6.371, 4.152], [-0.575, -6.352, 5.525], [-1.360, -7.330, 6.120], [-1.939, -8.323, 5.342], [-1.734, -8.340, 3.969], [-0.787, -7.372, 2.302], [0.242, -5.606, 3.690], [-0.125, -5.576, 6.130], [-1.522, -7.317, 7.190], [-2.553, -9.084, 5.806], [-2.188, -9.113, 3.363], [-2.548, 4.118, -3.845], [-3.429, 3.864, -2.801], [-3.092, 2.943, -1.817], [-1.875, 2.278, -1.874], [-0.993, 2.540, -2.913], [-1.328, 3.455, -3.901], [-2.810, 4.835, -4.614], [-4.377, 4.384, -2.753], [-3.782, 2.741, -1.007], [-1.602, 1.561, -1.113], [-0.039, 2.028, -2.946], [-0.640, 3.654, -4.713], [-6.257, 7.375, -0.980], [-7.120, 7.238, 0.099], [-6.810, 6.361, 1.131], [-5.635, 5.622, 1.086], [-4.772, 5.762, 0.008], [-5.085, 6.634, -1.026], [-6.498, 8.058, -1.785], [-8.036, 7.814, 0.137], [-7.484, 6.254, 1.970], [-5.391, 4.940, 1.890], [-3.853, 5.191, -0.034], [-4.406, 6.738, -1.862], [-2.936, 9.794, -4.469], [-2.928, 8.468, -4.060], [-2.137, 8.076, -2.988], [-1.355, 9.011, -2.324], [-1.362, 10.337, -2.734], [-2.152, 10.729, -3.806], [-3.552, 10.100, -5.305], [-3.539, 7.738, -4.577], [-2.130, 7.040, -2.671], [-0.743, 8.705, -1.485], [-0.753, 11.067, -2.216], [-2.158, 11.763, -4.125], [6.210, -0.439, 5.803], [5.198, -0.759, 6.700], [5.449, -1.645, 7.739], [6.709, -2.210, 7.880], [7.719, -1.891, 6.983], [7.470, -1.005, 5.944], [6.018, 0.261, 4.998], [4.215, -0.322, 6.584], [4.661, -1.895, 8.438], [6.905, -2.899, 8.692], [8.701, -2.331, 7.095], [8.258, -0.752, 5.247]], "atomic_forces_ev_per_a": [[0.001, 0.024, -0.022], [0.145, 0.102, 0.034], [-0.070, -0.110, -0.034], [-0.032, -0.042, -0.022], [-0.062, -0.064, -0.060], [-0.064, 0.040, -0.062], [-0.032, 0.066, 0.043], [0.023, -0.090, -0.090], [0.054, 0.049, -0.148], [-0.061, -0.054, 0.062], [0.026, -0.157, -0.033], [0.038, 0.089, -0.055], [-0.009, 0.097, 0.017], [0.067, 0.057, 0.108], [-0.090, 0.019, -0.078], [-0.054, 0.050, 0.028], [0.044, -0.082, -0.067], [-0.019, 0.046, 0.019], [0.039, -0.033, -0.010], [-0.014, 0.029, -0.001], [0.023, -0.024, -0.078], [0.051, -0.003, 0.105], [-0.046, 0.009, -0.004], [0.047, -0.040, 0.022], [-0.011, 0.045, 0.098], [-0.003, 0.031, -0.039], [-0.018, -0.018, 0.052], [0.022, -0.025, -0.009], [-0.007, 0.022, 0.020], [0.021, -0.036, 0.105], [0.013, -0.015, -0.027], [0.068, -0.007, -0.102], [0.010, -0.073, 0.041], [-0.045, 0.055, 0.050], [0.009, 0.017, 0.032], [-0.001, -0.002, 0.002], [0.001, -0.002, 0.002], [-0.002, -0.014, 0.002], [-0.025, -0.004, 0.084], [0.009, -0.009, -0.005], [-0.002, -0.010, 0.006], [0.000, 0.002, 0.001], [-0.002, -0.001, 0.000], [0.000, 0.006, -0.001], [0.011, 0.025, -0.015], [0.005, 0.012, -0.004], [0.002, 0.000, 0.001], [0.035, -0.026, 0.031], [0.009, 0.005, -0.011], [-0.004, -0.005, -0.001], [0.002, 0.001, 0.000], [0.000, 0.002, 0.000], [-0.006, 0.007, 0.002], [-0.062, 0.016, 0.007], [0.000, -0.002, 0.001], [0.000, -0.001, -0.002], [-0.001, 0.000, -0.002], [0.002, 0.001, -0.001], [0.000, 0.002, 0.002], [-0.003, 0.012, 0.023], [0.003, 0.016, -0.034], [0.001, -0.010, -0.035], [-0.027, 0.013, 0.067], [0.030, -0.008, -0.047], [-0.001, 0.012, 0.003], [-0.004, -0.006, -0.005], [-0.011, -0.023, -0.003], [-0.002, 0.001, -0.004], [-0.013, 0.010, 0.006], [0.001, 0.010, 0.028], [0.000, 0.004, 0.003], [-0.008, -0.015, 0.009], [0.000, -0.008, -0.004], [-0.001, 0.001, -0.004], [-0.013, 0.031, -0.007], [0.026, -0.042, 0.006], [0.006, 0.025, 0.006], [0.004, 0.004, 0.004], [0.002, 0.000, 0.001], [0.000, 0.000, -0.002], [0.000, 0.003, 0.000], [-0.004, -0.006, 0.016], [-0.021, 0.044, -0.006], [-0.006, 0.000, 0.003], [0.000, -0.004, 0.005], [0.009, -0.053, 0.002], [-0.013, 0.012, -0.001], [-0.005, -0.001, 0.004], [0.000, -0.001, 0.000], [0.002, 0.000, 0.001], [0.002, 0.000, -0.002], [0.023, -0.002, -0.010], [0.004, -0.002, -0.006], [-0.002, -0.001, -0.001], [0.000, -0.002, 0.001], [-0.001, 0.005, 0.003], [-0.019, 0.017, -0.014], [0.006, -0.016, -0.014], [-0.001, -0.001, -0.002], [-0.001, 0.001, -0.002], [-0.001, -0.004, -0.003], [0.004, 0.006, 0.005], [0.000, -0.003, 0.015], [0.002, 0.004, 0.001], [-0.001, 0.001, -0.002], [-0.002, 0.001, 0.000], [-0.002, 0.000, 0.001]], "smiles": "[H]/N=C/C[C@H]1[C@@H](CN)COS(=O)(=O)[C@H]1CCN.c1ccccc1.c1ccccc1.c1ccccc1.c1ccccc1.c1ccccc1.c1ccccc1", "e_homo_ev": -9.088}


{"formula": "C45H55N7O2Si2Sn", "method": "ωB97M-V/def2-TZVPD", "species": ["Sn", "C", "C", "C", "C", "C", "C", "C", "N", "N", "C", "C", "C", "C", "C", "C", "N", "C", "C", "C", "C", "C", "C", "N", "H", "H", "H", "H", "H", "H", "H", "H", "H", "H", "H", "H", "H", "H", "H", "H", "H", "H", "H", "H", "C", "Si", "C", "C", "N", "C", "C", "C", "C", "C", "C", "N", "Si", "C", "C", "C", "H", "H", "H", "H", "H", "H", "H", "H", "H", "H", "H", "H", "H", "H", "H", "H", "H", "H", "H", "H", "H", "H", "C", "O", "C", "C", "C", "C", "C", "C", "N", "C", "C", "C", "C", "C", "C", "C", "O", "H", "H", "H", "H", "H", "H", "H", "H", "H", "H", "H", "H", "H"], "xyz": [[-0.859, 0.286, 0.021], [-0.980, -3.151, 0.111], [-1.364, -2.979, 1.595], [-0.259, -2.385, 2.411], [0.525, -3.166, 3.252], [1.459, -2.547, 4.063], [1.598, -1.171, 3.979], [0.811, -0.483, 3.077], [-0.106, -1.066, 2.315], [-1.809, -2.333, -0.781], [-1.448, -2.576, -2.183], [-0.520, -1.574, -2.824], [0.244, -1.945, -3.930], [1.065, -1.008, -4.531], [1.075, 0.289, -4.035], [0.273, 0.576, -2.950], [-0.494, -0.334, -2.358], [-3.234, -2.595, -0.535], [-4.009, -1.394, -0.053], [-5.396, -1.487, 0.027], [-6.127, -0.352, 0.324], [-5.452, 0.842, 0.549], [-4.073, 0.828, 0.502], [-3.367, -0.263, 0.216], [-1.067, -4.215, -0.164], [0.058, -2.836, -0.023], [-1.643, -3.940, 2.031], [-2.204, -2.287, 1.681], [0.386, -4.237, 3.283], [2.047, -3.120, 4.761], [2.289, -0.649, 4.619], [0.893, 0.590, 2.967], [-2.354, -2.538, -2.798], [-1.014, -3.579, -2.309], [0.207, -2.957, -4.298], [1.688, -1.280, -5.370], [1.701, 1.047, -4.475], [0.224, 1.572, -2.522], [-3.359, -3.408, 0.189], [-3.733, -2.925, -1.454], [-5.882, -2.432, -0.168], [-7.204, -0.395, 0.363], [-5.984, 1.758, 0.751], [-3.489, 1.721, 0.678], [-0.926, 5.363, 2.656], [-0.747, 3.669, 1.808], [1.110, 3.335, 1.499], [-1.581, 2.397, 2.964], [-1.387, 3.263, 0.227], [-1.891, 4.029, -0.668], [-2.178, 5.434, -0.465], [-2.452, 6.270, -1.485], [-2.467, 5.795, -2.837], [-2.310, 4.482, -3.089], [-2.222, 3.501, -2.025], [-2.519, 2.266, -2.189], [-3.422, 1.643, -3.565], [-5.030, 2.675, -3.685], [-3.858, -0.151, -3.131], [-2.580, 1.600, -5.282], [-0.460, 5.335, 3.637], [-1.967, 5.632, 2.810], [-0.450, 6.164, 2.099], [1.673, 3.385, 2.424], [1.529, 4.078, 0.828], [1.255, 2.358, 1.039], [-1.133, 2.439, 3.951], [-1.500, 1.369, 2.601], [-2.636, 2.619, 3.088], [-2.112, 5.806, 0.542], [-2.634, 7.319, -1.307], [-2.626, 6.503, -3.636], [-2.341, 4.094, -4.094], [-5.860, 2.171, -3.198], [-5.307, 2.832, -4.724], [-4.918, 3.651, -3.223], [-3.378, -0.446, -2.208], [-3.554, -0.826, -3.922], [-4.931, -0.262, -3.008], [-2.450, 2.579, -5.732], [-3.210, 1.026, -5.956], [-1.606, 1.119, -5.254], [3.690, -4.014, 2.167], [3.973, -2.674, 2.509], [5.240, -2.361, 2.901], [6.193, -3.298, 3.281], [7.455, -2.902, 3.691], [7.782, -1.557, 3.751], [6.846, -0.611, 3.380], [5.588, -0.996, 2.931], [4.654, 0.000, 2.571], [3.795, -0.008, 1.569], [3.775, -0.876, 0.476], [4.914, -1.620, 0.072], [4.841, -2.567, -0.903], [3.611, -2.805, -1.539], [2.509, -2.063, -1.227], [2.531, -1.041, -0.242], [1.487, -0.362, 0.028], [2.703, -3.987, 1.708], [3.664, -4.662, 3.047], [4.416, -4.391, 1.444], [5.947, -4.347, 3.274], [8.179, -3.649, 3.976], [8.757, -1.248, 4.092], [7.098, 0.439, 3.402], [4.616, 0.787, 3.209], [2.998, 0.726, 1.622], [5.862, -1.398, 0.535], [5.715, -3.129, -1.186], [3.545, -3.578, -2.289], [1.578, -2.229, -1.745]], "atomic_forces_ev_per_a": [[-0.073, -0.567, -0.425], [0.220, -0.204, 0.252], [0.158, 0.028, -0.082], [-0.066, -0.227, 0.186], [0.004, 0.124, 0.037], [-0.210, 0.102, -0.091], [-0.120, -0.013, 0.031], [0.160, 0.148, 0.173], [-0.236, -0.085, -0.238], [0.016, 0.165, -0.124], [-0.084, -0.043, -0.242], [0.148, -0.271, -0.215], [-0.116, 0.130, 0.091], [-0.166, 0.072, 0.112], [-0.015, -0.054, 0.050], [0.272, 0.330, -0.189], [-0.242, -0.007, 0.591], [-0.171, 0.014, -0.024], [-0.296, -0.081, 0.057], [0.166, 0.141, 0.029], [0.165, -0.024, 0.007], [0.010, -0.059, -0.023], [-0.261, 0.306, 0.125], [0.408, -0.253, -0.107], [0.102, 0.175, -0.039], [0.034, -0.158, -0.105], [-0.139, 0.112, -0.084], [-0.060, -0.189, 0.065], [-0.078, -0.044, 0.038], [0.131, -0.069, 0.069], [0.122, 0.117, 0.043], [0.054, 0.170, 0.029], [0.086, -0.112, 0.141], [-0.117, 0.097, 0.032], [-0.026, -0.163, -0.014], [0.034, -0.036, -0.082], [0.029, 0.132, -0.027], [0.128, 0.042, -0.040], [-0.003, 0.057, -0.143], [0.159, -0.033, 0.135], [-0.050, -0.037, -0.044], [-0.121, 0.023, 0.023], [-0.007, 0.054, 0.055], [-0.015, 0.184, 0.041], [-0.096, -0.488, -0.617], [0.579, -0.278, 1.032], [-0.825, -0.018, 0.238], [0.501, 0.334, -0.615], [-0.366, 0.530, -0.557], [0.438, -0.487, 0.635], [-0.165, 0.972, -0.181], [0.144, -0.180, 0.976], [0.078, -0.747, -0.644], [-0.202, 0.781, -0.470], [-0.257, -0.909, -0.269], [0.393, 0.379, 0.524], [-0.912, -0.429, -0.988], [0.653, -0.365, 0.120], [0.124, 0.535, -0.182], [-0.069, 0.189, 0.811], [0.128, -0.174, 0.147], [-0.197, 0.038, 0.034], [0.092, 0.121, -0.112], [0.159, -0.032, 0.274], [-0.008, 0.179, -0.162], [0.068, -0.142, -0.036], [0.134, -0.022, 0.247], [-0.005, -0.037, 0.072], [-0.224, 0.105, -0.038], [-0.045, 0.119, 0.135], [-0.002, 0.071, 0.110], [0.040, -0.004, -0.118], [-0.012, 0.068, -0.194], [-0.074, -0.100, 0.098], [-0.021, -0.001, -0.171], [0.011, 0.146, 0.042], [0.146, -0.011, 0.085], [0.111, -0.172, -0.225], [-0.211, -0.010, 0.069], [0.018, 0.202, -0.043], [-0.169, -0.124, -0.014], [0.184, -0.129, 0.029], [-0.068, -0.242, -0.150], [0.519, 0.330, 0.382], [-0.079, 0.151, 0.156], [-0.162, -0.056, -0.110], [-0.005, 0.159, 0.021], [0.032, -0.080, 0.087], [-0.210, -0.080, -0.179], [0.455, -0.697, 0.236], [-0.368, 0.456, -0.014], [-0.144, 0.002, -0.182], [-0.178, -0.004, -0.395], [0.014, -0.042, -0.176], [0.381, 0.099, 0.186], [-0.213, 0.129, 0.111], [-0.093, -0.167, -0.256], [0.256, 0.002, 0.282], [-0.482, 0.407, 0.120], [0.060, -0.086, 0.001], [0.028, 0.005, -0.007], [-0.016, -0.025, 0.038], [-0.039, -0.104, -0.043], [0.033, -0.051, 0.029], [0.097, 0.048, 0.002], [0.006, 0.143, 0.009], [-0.120, -0.100, -0.129], [0.062, 0.111, 0.060], [0.108, -0.092, 0.022], [0.124, -0.004, -0.075], [-0.037, -0.085, -0.133], [-0.034, -0.028, -0.008]], "total_charge": 2, "e_homo_ev": -12.445}


LUMO? In order: 0.3, -5.6 eV.
F_max? In order: 0.18, 1.41 eV/A.